86
Properties=species:S:1:pos:R:3:forces:R:3 method="wB97M-V/def2-TZVPD" gap_ev="3.533 / 6.640" total_charge=-2 spin_multiplicity=2
Sn 1.790142 -0.880992 0.700983 0.0 0.4 0.6
C 4.777242 -4.531892 2.589883 -0.2 0.1 -0.2
C 3.491242 -4.518492 1.778083 0.0 -0.6 0.3
O 3.389242 -3.329292 1.018983 0.4 0.1 -0.8
P 3.918742 -3.341092 -0.526317 0.3 -0.6 0.5
S 3.639142 -1.413792 -1.040117 -0.1 -0.1 -0.3
S 3.264642 -4.887392 -1.516317 0.0 0.5 0.0
O 5.527342 -3.561892 -0.324417 -0.5 -0.2 0.0
C 6.517342 -2.627192 -0.694317 0.3 0.3 0.0
C 6.631542 -2.497092 -2.203517 -0.1 -0.2 0.2
H 4.837442 -5.444892 3.176983 0.0 -0.1 0.1
H 4.804242 -3.674892 3.260583 0.0 0.1 0.1
H 5.627842 -4.477992 1.914583 0.1 0.0 0.1
H 2.615242 -4.543092 2.432983 0.0 0.0 -0.1
H 3.454542 -5.374392 1.090783 -0.1 0.1 0.3
H 7.441342 -3.022592 -0.255517 -0.1 0.2 -0.1
H 6.290542 -1.650792 -0.253617 0.1 -0.1 0.0
H 6.903642 -3.449792 -2.650417 0.0 -0.1 -0.1
H 7.375642 -1.748492 -2.463317 0.1 0.1 -0.1
H 5.664342 -2.191692 -2.595517 0.1 0.1 -0.2
F -6.090658 5.392508 0.761483 -0.3 -0.1 0.3
C -5.047258 5.427208 -0.116917 0.1 -0.3 0.0
F -5.668558 5.620408 -1.319617 -0.1 0.0 -0.4
F -4.415858 6.592808 0.131283 0.3 0.1 0.1
C -4.184558 4.233908 -0.059617 -0.5 0.6 0.0
C -2.784558 4.341308 0.051383 0.4 0.0 0.0
C -2.009758 3.211408 0.086283 0.0 0.5 0.1
C -2.586358 1.931708 0.048883 1.0 -1.1 -0.1
C -3.993258 1.839508 -0.041617 -0.7 0.0 0.0
C -4.775258 2.960108 -0.100117 0.0 -0.1 0.0
P -1.524658 0.458708 -0.146617 -0.9 1.0 0.1
C -2.565058 -0.675592 0.837283 0.5 -0.6 0.4
C -2.917258 -1.965692 0.438983 0.0 0.7 -0.2
C -3.505358 -2.841492 1.324483 -0.3 -0.2 0.9
C -3.722658 -2.447092 2.647583 0.1 0.1 -0.5
C -3.360758 -1.161892 3.065683 -0.2 -0.5 0.1
C -2.775158 -0.299492 2.173583 -0.1 0.1 -0.4
C -4.327158 -3.359792 3.649383 -0.4 -0.4 0.8
F -4.704158 -4.557992 3.172083 0.1 -0.1 -0.4
F -3.502558 -3.629292 4.699983 0.1 0.1 -0.2
F -5.446858 -2.848592 4.235383 0.1 0.2 -0.2
C -1.861058 -0.045492 -1.864617 0.0 0.1 -0.3
C -3.139358 -0.189092 -2.432117 0.3 -0.1 0.5
C -3.298658 -0.367492 -3.783117 0.2 -0.1 -0.7
C -2.184958 -0.394892 -4.627317 0.1 0.1 0.5
C -0.900058 -0.267992 -4.075817 -0.5 0.0 -0.6
C -0.751758 -0.077792 -2.725617 -0.1 -0.1 0.3
C -2.367758 -0.607692 -6.081917 -0.1 -0.2 -0.8
F -1.472058 0.046308 -6.858217 0.2 0.1 0.3
F -3.580858 -0.216092 -6.542117 -0.1 0.1 0.3
F -2.267658 -1.909192 -6.475417 0.1 -0.1 0.3
H -2.331158 5.319408 0.119583 0.1 0.1 0.0
H -0.938058 3.293708 0.191183 0.1 0.1 0.0
H -4.462658 0.865808 -0.011317 -0.1 0.0 0.0
H -5.853458 2.880608 -0.159917 -0.1 -0.1 0.0
H -2.748758 -2.267492 -0.583917 0.1 -0.1 0.0
H -3.799158 -3.830692 1.004983 0.1 -0.1 0.0
H -3.543058 -0.873092 4.091983 0.0 0.1 0.1
H -2.505558 0.704908 2.477483 0.0 0.0 0.0
H -4.014158 -0.181492 -1.803417 -0.1 0.0 0.1
H -4.286458 -0.495092 -4.203817 -0.1 0.0 0.0
H -0.038158 -0.327692 -4.723217 0.1 0.0 0.0
H 0.239942 0.011808 -2.301117 0.0 0.0 0.0
C 3.965442 2.062708 -0.370917 -0.5 -0.5 0.2
Si 2.094042 1.636508 -0.092217 0.4 1.4 -0.4
C 1.278342 2.751908 -1.446017 0.0 -0.7 0.3
C 1.701942 2.528308 1.574583 0.1 -0.4 -0.4
C 0.586842 2.134308 2.305283 -0.2 -0.1 0.0
C 0.277542 2.701508 3.526483 -0.1 0.1 0.2
C 1.096242 3.679108 4.067683 0.0 0.0 0.1
C 2.221242 4.078508 3.366383 0.1 0.2 0.1
C 2.509542 3.510208 2.137183 0.2 0.1 -0.1
H 4.139842 3.121308 -0.536417 -0.1 0.3 0.0
H 4.330842 1.526908 -1.241117 0.1 -0.1 -0.2
H 4.567942 1.747708 0.476683 0.2 -0.1 0.2
H 1.288742 3.794308 -1.139817 0.1 0.2 0.2
H 0.247942 2.467508 -1.633517 -0.2 0.0 -0.1
H 1.818942 2.671508 -2.385117 0.2 -0.1 -0.2
H -0.062258 1.370408 1.897183 -0.1 0.0 0.0
H -0.607358 2.382208 4.058383 -0.1 0.0 0.1
H 0.865742 4.123308 5.028983 0.0 0.0 0.0
H 2.875942 4.838508 3.778583 0.0 0.0 0.0
H 3.386442 3.840408 1.600483 0.2 0.1 -0.1
S -0.822958 -4.255592 -1.259617 -0.7 -1.4 -0.5
C -0.101458 -2.932492 -0.821617 0.8 1.7 0.5
N 0.391642 -1.905292 -0.503417 -0.3 -0.7 -0.5

---

12
Properties=species:S:1:pos:R:3:forces:R:3 method="wB97M-V/def2-TZVPD" gap_ev=10.259 relative_energy_kcal_mol=0.00 smiles=CN(C)P(F)F total_charge=0
C -0.937561 -1.106503 0.267969 -2.2 -3.5 -2.6
N -0.002449 -0.194336 -0.271212 -0.2 1.2 -1.3
C 0.857027 0.410885 0.753141 -1.3 -0.7 -1.0
P -0.337343 0.674418 -1.712738 2.8 -1.1 1.6
F -0.336269 2.123558 -1.102946 -0.8 1.2 0.1
F 1.272318 0.857723 -2.069247 -1.2 -0.4 -0.5
H -1.990358 -0.941393 -0.109751 0.9 0.1 0.5
H -0.773405 -2.262746 -0.079928 0.0 2.5 1.0
H -0.949259 -1.056189 1.321601 -0.2 -0.1 1.1
H 1.841050 0.361175 0.460130 2.4 0.4 -0.9
H 0.542831 1.398731 0.986700 -0.1 0.8 0.5
H 0.813418 -0.265323 1.556280 -0.2 -0.4 1.5

---

10
Properties=species:S:1:pos:R:3:forces:R:3 method="wB97M-V/def2-TZVPD" gap_ev=9.046 relative_energy_kcal_mol=110.31 total_charge=+1
C -0.214214 0.002474 1.893807 -0.3 -1.1 1.9
C -0.604869 0.164046 -0.337073 2.5 -1.4 -3.2
C 0.854900 -0.126187 -0.088779 1.7 0.0 -6.0
N -1.079499 0.106503 0.937948 -2.4 1.4 1.9
N 0.968976 -0.315795 1.146935 4.8 0.6 2.3
H -0.741947 1.037625 -0.996013 -0.4 -0.2 0.5
H -0.924356 -0.760377 -0.830186 -0.2 0.1 -0.9
H 1.844810 -0.232750 -1.193084 -3.2 0.3 4.0
H -2.081422 0.199029 1.102470 0.4 0.3 0.4
H 1.973372 -0.423567 1.608480 -3.0 0.0 -0.9

---

16
Properties=species:S:1:pos:R:3:forces:R:3 method="wB97M-V/def2-TZVPD" gap_ev=9.554 relative_energy_kcal_mol=165.80 total_charge=0
C 1.743178 0.290995 0.944779 3.4 -1.1 -0.4
C 0.849342 0.171055 -0.382591 -3.0 -2.7 2.7
C -0.636367 0.928854 -0.363577 0.5 3.3 0.2
C -0.343125 -0.882479 0.124966 0.0 -2.6 1.9
C -1.269367 -1.073572 -1.097512 0.3 3.5 2.3
C -1.675966 0.195318 -1.307318 2.8 0.0 -2.1
H 2.883404 0.951764 0.691322 -3.6 -2.2 1.1
H 1.992000 -0.932806 1.453641 -0.4 3.8 -2.0
H 1.204371 0.715332 1.841068 1.0 0.1 -1.3
H 1.166602 -0.272875 -1.295294 1.4 0.5 -0.8
H -0.541319 2.008753 -0.040431 -0.7 -0.6 -1.7
H -0.373382 0.764105 1.575581 -1.5 -2.6 -1.7
H -0.487449 -1.673302 0.925032 1.9 -0.5 -1.4
H -1.459580 -1.936996 -1.614336 -0.6 -2.0 -1.0
H -2.103423 0.539087 -2.269672 0.0 0.1 1.0
N -0.948922 0.206766 0.814342 -1.5 3.0 3.3

---

82
Properties=species:S:1:pos:R:3:forces:R:3 method="wB97M-V/def2-TZVPD" gap_ev=7.425 relative_energy_kcal_mol=10.92 total_charge=+1
Ir 0.867707 -0.218006 -0.030211 -0.4 -0.2 -0.4
Br 6.789970 -4.834422 -0.940464 0.0 0.0 0.0
C 6.258649 -3.060815 -0.606189 0.0 0.0 0.0
C 7.218808 -2.059323 -0.488684 0.0 0.0 0.0
N 6.915304 -0.787654 -0.254148 0.0 0.0 0.0
C 5.634894 -0.465363 -0.125956 0.0 0.0 0.0
C 4.611696 -1.402652 -0.226567 0.0 0.0 0.0
C 4.925922 -2.735700 -0.472958 0.0 0.0 0.0
C 3.215320 -0.992691 -0.061765 -0.1 0.1 0.1
O 2.896153 0.205270 0.245368 0.2 -0.2 0.0
O 2.245368 -1.815060 -0.216696 0.1 0.2 0.1
H 8.270156 -2.301599 -0.588619 0.0 0.0 0.0
H 5.403785 0.576332 0.060977 0.0 0.0 0.0
H 4.147796 -3.482273 -0.554565 0.0 0.0 0.0
C 2.666441 0.510598 3.578031 0.0 0.0 0.0
C 1.274086 1.012643 3.177807 0.0 0.0 0.0
C 1.470042 2.306793 2.378722 0.0 0.0 0.0
C 0.476162 1.368528 4.444543 0.0 0.0 0.0
P 0.321672 -0.255655 2.149206 0.0 -0.1 0.4
C -1.429056 0.247960 2.402563 0.0 -0.1 0.0
C -1.872574 1.472879 1.897301 0.1 0.0 0.0
C -3.141100 1.956922 2.183096 0.0 -0.1 0.0
C -4.009944 1.215636 2.970073 0.0 0.0 0.0
C -3.594104 -0.008886 3.464468 0.0 0.0 0.0
C -2.320619 -0.484594 3.188719 0.0 0.0 0.0
C 0.519449 -1.978759 2.914545 0.0 0.0 0.0
C 1.927876 -2.559691 2.701413 0.1 0.0 0.1
C -0.437691 -2.951030 2.202572 0.0 0.0 -0.1
C 0.303807 -2.005754 4.441248 -0.1 0.0 0.0
H 3.184805 1.339116 4.065253 0.0 0.0 0.0
H 3.260491 0.217392 2.714121 0.0 0.0 0.0
H 2.635403 -0.309070 4.291394 0.0 0.0 0.0
H 1.973443 3.019454 3.035816 0.0 0.0 0.0
H 0.530475 2.760537 2.073332 0.0 0.0 0.0
H 2.095062 2.159582 1.500460 0.0 0.0 0.0
H 1.092220 2.051552 5.033228 0.0 0.0 0.0
H 0.243163 0.512674 5.073267 0.0 0.0 0.0
H -0.452880 1.883436 4.205276 0.0 0.0 0.0
H -1.231521 2.069238 1.265663 0.0 0.0 0.0
H -3.446242 2.904406 1.767194 0.0 0.1 0.0
H -5.003205 1.585564 3.186312 0.0 0.0 0.0
H -4.258964 -0.605763 4.074845 0.0 0.0 0.0
H -2.050983 -1.439555 3.599318 0.0 0.0 0.0
H 2.146528 -2.728368 1.657141 0.0 0.0 -0.1
H 1.944030 -3.533187 3.196915 0.0 0.0 0.0
H 2.717312 -1.960086 3.145791 0.0 0.0 0.0
H -0.114431 -3.124662 1.175380 0.0 0.0 0.0
H -1.477843 -2.639827 2.179673 0.0 0.0 0.0
H -0.381134 -3.911669 2.719166 0.0 0.0 0.0
H 1.085120 -1.463639 4.968925 0.0 0.0 0.0
H 0.376555 -3.050107 4.751940 0.0 0.0 0.0
H -0.652867 -1.630508 4.787366 0.0 0.0 0.0
C 0.187349 1.111286 -5.049878 0.0 0.0 0.0
C -0.369276 -0.303711 -5.163084 0.0 0.0 0.0
C -0.617053 -0.953293 -3.811109 0.0 0.0 0.0
N -1.663741 -0.200618 -3.106828 0.0 -0.2 -0.1
C -1.903932 -0.223304 -1.826343 0.1 0.1 0.0
S -1.057198 -1.348318 -0.780659 0.1 0.1 0.1
N -2.819782 0.591308 -1.252791 -0.2 -0.2 0.2
C -3.422009 1.788838 -1.731616 0.2 0.2 0.0
O -3.661766 2.654249 -0.934420 0.0 -0.1 0.0
C -3.724139 1.907896 -3.180808 -0.1 0.0 0.0
C -3.333131 3.063166 -3.849469 0.0 0.0 0.0
C -3.628921 3.205785 -5.195952 0.0 0.0 0.0
C -4.338888 2.214884 -5.861245 0.0 0.0 0.0
C -4.757856 1.075766 -5.185230 0.0 0.0 0.0
C -4.445064 0.914796 -3.844188 0.0 0.0 0.0
H 0.372521 1.534475 -6.036169 0.0 0.0 0.0
H 1.129332 1.115931 -4.498809 0.0 0.0 0.0
H -0.500580 1.782654 -4.530107 0.0 0.0 0.0
H 0.326793 -0.940623 -5.710370 0.0 0.0 0.0
H -1.299752 -0.305451 -5.740483 0.0 0.0 0.0
H 0.283208 -0.937589 -3.197310 0.0 0.0 0.0
H -0.932826 -1.991591 -3.916346 0.0 0.0 0.0
H -2.233000 0.408726 -3.683631 0.0 0.0 0.0
H -2.831211 0.538874 -0.236258 0.0 0.0 -0.1
H -2.798188 3.834322 -3.310578 0.0 0.0 0.0
H -3.314139 4.095000 -5.724923 0.0 0.0 0.0
H -4.577601 2.335479 -6.909475 0.0 0.0 0.0
H -5.333542 0.318490 -5.700013 0.0 0.0 0.0
H -4.772259 0.031243 -3.307662 0.0 0.0 0.0
I 0.266159 2.101152 -1.025875 0.0 0.1 0.0

---

96
Properties=species:S:1:pos:R:3:forces:R:3 method="wB97M-V/def2-TZVPD" gap_ev=7.443 relative_energy_kcal_mol=30.84 total_charge=-1
C -2.108328 -2.768360 4.515868 -0.8 -1.2 -3.8
N -1.972177 -1.681651 3.570642 1.7 2.7 2.9
C -2.667457 -0.483199 4.107187 -3.1 -3.5 3.2
C -0.544399 -1.210904 3.524909 2.3 -1.3 -5.0
C -2.510808 -2.028323 2.255371 1.8 1.9 -1.3
C -1.813077 -3.012714 1.386768 3.7 -0.1 -0.1
O -2.244656 -3.009009 0.074565 -2.0 -0.6 0.0
H -1.415587 -3.405826 4.095728 1.1 -2.4 -0.7
H -3.058953 -3.210811 4.578213 -1.6 -0.4 -0.9
H -1.859712 -2.748956 5.461362 1.8 2.0 4.9
H -2.248443 -0.174900 5.083966 -0.4 -0.8 -0.2
H -3.772795 -0.787285 4.119081 1.4 0.5 0.6
H -2.661072 0.363313 3.603250 0.8 3.5 -3.5
H -0.507934 -0.435373 2.690926 -0.1 -1.3 0.6
H 0.224440 -2.043523 3.221584 -1.9 1.2 0.3
H -0.027818 -0.658415 4.245372 -0.6 0.6 2.5
H -2.458582 -1.062721 1.782587 -0.9 0.3 -0.7
H -3.403884 -2.489101 2.392235 -3.4 -0.3 0.6
H -1.843555 -3.965009 1.984851 0.2 0.1 -1.5
H -0.775044 -2.667693 1.157986 0.1 -0.6 1.8
H -1.785273 -2.214326 -0.334975 -0.3 -0.9 0.2
S 0.060643 -0.087464 -0.386700 -1.8 -0.2 -3.5
O -1.100869 -0.969997 -0.775137 1.2 1.5 1.1
O 0.520197 0.700604 -1.501356 0.1 0.0 -0.6
O -0.345383 0.807188 0.641282 -1.9 0.9 3.4
O 1.170239 -0.814884 0.100875 2.7 -3.4 1.5
C -1.537847 2.174812 -3.013558 -1.9 -1.8 -1.9
C -2.183493 3.153797 -4.098202 -4.8 -4.2 4.2
O -3.358407 3.742993 -3.389884 2.0 1.5 -0.2
O -0.381145 1.646842 -3.557220 -1.2 2.3 -4.4
H -2.157602 1.283035 -2.920701 -1.0 0.1 0.2
H -1.450276 2.509736 -1.977530 0.2 1.1 -0.3
H -2.471108 2.798656 -5.104066 -0.7 -0.9 1.0
H -1.398272 3.631990 -4.354469 5.0 5.2 -1.2
H -3.010344 4.367129 -2.674276 -0.6 -1.4 -1.5
H 0.150345 1.378296 -2.887029 2.3 -1.4 2.8
C 4.159015 -1.056967 -1.964048 -7.5 7.1 2.5
C 3.556717 -0.601688 -3.289108 -0.5 6.2 4.9
O 4.291836 0.444005 -3.860834 1.5 -0.8 -1.7
O 3.235337 -1.896037 -1.373317 -3.7 -0.6 2.8
H 4.264577 -0.113529 -1.256979 0.9 -1.8 -1.5
H 4.852465 -1.624456 -2.195732 7.8 -4.7 -1.4
H 2.638783 -0.044125 -2.999051 -0.4 -1.5 -0.4
H 3.470707 -1.395760 -3.835424 -0.8 -4.3 -3.9
H 4.224345 1.125005 -3.215611 -0.2 1.3 0.7
H 2.430542 -1.431100 -0.810816 2.8 -1.1 -2.4
C 0.365770 -2.516326 -3.316690 -3.9 -2.0 -3.6
C 0.607981 -4.055250 -3.007031 -0.8 1.4 -2.3
O 1.934844 -4.208413 -3.364883 -4.7 -4.8 -9.0
O -0.970012 -1.963082 -3.073282 1.4 -1.5 -2.0
H 0.330968 -2.517377 -4.522993 0.6 0.2 2.7
H 1.282409 -2.115842 -3.018717 0.8 1.9 1.0
H 0.030379 -4.712306 -3.767172 0.5 0.8 2.0
H 0.662982 -4.272261 -1.979082 -1.6 -0.6 1.5
H 2.463230 -3.919108 -2.795894 6.8 4.1 7.8
H -1.211029 -1.503132 -2.279533 1.0 0.2 0.8
C 3.334129 2.434653 -0.502243 -1.1 -0.7 0.6
C 4.636670 3.221136 -0.751710 -1.5 2.0 -3.0
O 5.353196 3.581803 0.345683 2.6 -2.6 2.4
O 2.715461 2.160866 -1.772536 -0.7 -0.2 0.7
H 2.582546 2.977091 0.217652 1.5 -0.9 -1.2
H 3.644164 1.406713 -0.044654 -0.5 1.8 -0.2
H 4.606510 4.223031 -1.323187 -1.2 -1.5 0.4
H 5.259121 2.627417 -1.394584 0.2 -0.7 -0.7
H 5.905451 2.736846 0.447742 -0.8 2.2 0.8
H 1.811310 1.684339 -1.647001 1.9 0.9 0.1
C 3.241280 -2.989140 2.222916 -1.0 0.4 -0.6
C 3.308393 -1.527812 2.650733 -0.5 -0.6 -1.1
O 3.302760 -0.673635 1.582384 2.7 1.7 -0.9
O 1.965523 -3.245829 1.575913 0.7 0.9 -0.3
H 3.046565 -3.491321 3.130677 0.9 -1.3 1.2
H 4.102396 -3.345586 1.594904 -0.7 0.4 0.7
H 4.140737 -1.312878 3.304631 0.6 0.0 0.0
H 2.430411 -1.274066 3.187311 -1.2 -0.3 1.3
H 2.553547 -0.580638 0.994165 -0.9 -0.4 0.4
H 1.841033 -2.488246 0.976283 -0.3 -0.5 -0.1
C -0.551816 3.919624 1.435131 3.4 1.7 -2.0
C -1.012668 3.369577 2.761448 -3.2 -6.1 -8.5
O -0.321753 2.088255 3.010043 -1.9 -0.4 -2.1
O -0.825152 3.162661 0.342565 -2.5 -2.0 -2.0
H 0.579551 4.054904 1.160747 -0.9 0.1 2.4
H -0.899486 4.960990 1.189672 -0.4 -0.7 0.8
H -2.186172 3.549785 2.572129 1.9 -1.7 1.1
H -0.728065 3.991151 3.359411 3.1 6.6 7.7
H -0.335857 1.513317 2.109418 0.1 1.9 2.6
H -0.713054 2.145464 0.425905 0.0 2.1 0.0
C -5.579439 1.520872 -0.643170 4.1 3.0 -5.1
C -4.182577 1.061183 -0.206833 -0.5 -2.9 2.2
O -3.913465 -0.205468 -0.852948 -2.5 0.7 0.1
O -5.847224 2.792755 -0.138903 7.3 -2.0 3.1
H -6.337536 0.836032 -0.677568 -1.9 -2.0 0.9
H -5.400464 1.761932 -1.825218 -0.3 -1.1 2.2
H -4.189298 0.900204 0.960676 0.0 0.3 -1.7
H -3.338227 1.663628 -0.417603 0.2 1.5 -0.3
H -3.026467 -0.512970 -0.762794 1.3 0.2 0.2
H -6.645444 3.051160 -0.290489 -7.6 2.3 -1.6